Formula: C6H12O
Source: the OMol25 dataset
Level of theory: ωB97M-V with the def2-TZVPD basis set

HOMO level (eV): -9.479
SMILES string: C[C@@H]1OCC[C@@H]1C
ΔE to the lowest compared entry with this formula, charge and spin (kJ/mol): 61.5
Orbital gap (hartree): 0.3884
Multiplicity: 1

Last columns: bonded neighbours and bond lengths (Å).
Atoms and positions in Å:
1 O -1.514 -0.622 0.877  C6 1.429, C7 1.416
2 C -0.259 0.338 -0.813  C3 1.527, C5 1.528, C7 1.563, H8 1.102
3 C 0.738 1.313 -1.435  C2 1.527, H10 1.098, H14 1.097, H15 1.095
4 C 0.443 0.619 1.682  C7 1.553, H13 1.101, H17 1.082, H18 1.102
5 C 0.203 -1.116 -0.718  C2 1.528, C6 1.541, H12 1.095, H19 1.098
6 C -0.854 -1.713 0.232  O1 1.429, C5 1.541, H11 1.095, H16 1.098
7 C -0.728 0.536 0.665  O1 1.416, C2 1.563, C4 1.553, H9 1.097
8 H -1.167 0.359 -1.436  C2 1.102
9 H -1.393 1.407 0.735  C7 1.097
10 H 1.060 0.960 -2.423  C3 1.098
11 H -1.624 -2.271 -0.311  C6 1.095
12 H 0.254 -1.629 -1.683  C5 1.095
13 H 0.264 1.094 2.659  C4 1.101
14 H 0.298 2.306 -1.580  C3 1.097
15 H 1.641 1.430 -0.827  C3 1.095
16 H -0.402 -2.372 0.985  C6 1.098
17 H 1.170 1.219 1.151  C4 1.082
18 H 0.856 -0.373 1.922  C4 1.102
19 H 1.207 -1.143 -0.274  C5 1.098

Formula: C15H22N2O4
Source: the OMol25 dataset
Level of theory: ωB97M-V with the def2-TZVPD basis set

HOMO level (eV): -8.457
SMILES string: CC(C)C[C@H](NC(=O)[C@@H](N)Cc1ccc(O)cc1)C(=O)O
ΔE to the lowest compared entry with this formula, charge and spin (kJ/mol): 300.4
Orbital gap (hartree): 0.3256
Multiplicity: 1

Last columns: bonded neighbours and bond lengths (Å).
Atoms and positions in Å:
1 O 5.002 2.267 -1.320  C10 1.359, H33 0.938
2 O -4.009 -1.442 -0.662  C18 1.187
3 O -2.782 -0.982 -2.490  C18 1.386, H26 0.981
4 O 1.228 -2.478 -1.317  C17 1.245
5 N -0.180 -2.785 1.664  C12 1.468, H32 0.980, H38 0.986
6 N -0.577 -1.167 -1.126  C15 1.462, C17 1.366, H34 1.011
7 C 2.064 -1.985 1.054  C9 1.538, C12 1.502, H22 1.141, H40 1.095
8 C -4.195 1.730 -0.464  C14 1.556, H28 1.130, H30 1.117, H31 1.066
9 C 2.867 -0.870 0.364  C7 1.538, C16 1.361, C19 1.378
10 C 4.270 1.256 -0.783  O1 1.359, C11 1.422, C21 1.397
11 C 4.591 -0.083 -1.137  C10 1.422, C19 1.386, H25 1.083
12 C 0.583 -1.759 0.942  N5 1.468, C7 1.502, C17 1.531, H24 1.075
13 C -1.653 0.906 -0.159  C14 1.511, C15 1.508, H27 1.098, H29 1.065
14 C -2.996 1.283 0.421  C8 1.556, C13 1.511, C20 1.560, H36 1.110
15 C -1.694 -0.585 -0.385  N6 1.462, C13 1.508, C18 1.561, H37 1.173
16 C 2.745 0.391 0.859  C9 1.361, C21 1.365, H39 1.045
17 C 0.386 -1.956 -0.563  O4 1.245, N6 1.366, C12 1.531
18 C -2.997 -1.026 -1.122  O2 1.187, O3 1.386, C15 1.561
19 C 3.908 -1.111 -0.506  C9 1.378, C11 1.386, H43 1.060
20 C -2.740 2.486 1.380  C14 1.560, H23 1.112, H41 1.081, H42 1.063
21 C 3.389 1.449 0.285  C10 1.397, C16 1.365, H35 1.045
22 H 2.400 -3.004 0.666  C7 1.141
23 H -2.414 3.291 0.684  C20 1.112
24 H 0.281 -0.743 1.120  C12 1.075
25 H 5.209 -0.338 -1.989  C11 1.083
26 H -2.137 -0.254 -2.621  O3 0.981
27 H -1.431 1.403 -1.113  C13 1.098
28 H -5.025 2.215 0.130  C8 1.130
29 H -0.817 1.269 0.393  C13 1.065
30 H -4.638 0.928 -1.102  C8 1.117
31 H -4.011 2.563 -1.103  C8 1.066
32 H -0.080 -2.812 2.639  N5 0.980
33 H 4.558 3.070 -1.125  O1 0.938
34 H -0.349 -0.902 -2.076  N6 1.011
35 H 3.267 2.384 0.733  C21 1.045
36 H -3.444 0.430 0.972  C14 1.110
37 H -1.788 -1.099 0.665  C15 1.173
38 H -0.028 -3.689 1.301  N5 0.986
39 H 2.259 0.691 1.735  C16 1.045
40 H 2.346 -1.998 2.112  C7 1.095
41 H -3.644 2.870 1.831  C20 1.081
42 H -1.929 2.266 2.031  C20 1.063
43 H 4.203 -2.081 -0.816  C19 1.060

Formula: C12H20N4O3
Source: the OMol25 dataset
Level of theory: ωB97M-V with the def2-TZVPD basis set

HOMO level (eV): -9.292
SMILES string: CC(C)C[C@H](NC(=O)[C@@H](N)Cc1c[nH]cn1)C(=O)O
ΔE to the lowest compared entry with this formula, charge and spin (kJ/mol): 0.0
Orbital gap (hartree): 0.3586
Multiplicity: 1

Last columns: bonded neighbours and bond lengths (Å).
Atoms and positions in Å:
1 O -0.730 -1.939 3.192  C15 1.211
2 O 0.225 -2.568 1.296  C15 1.341, H31 1.001
3 O 1.817 0.852 -0.035  C17 1.229
4 N 0.892 1.794 -2.574  C14 1.465, H23 0.995, H30 1.039
5 N 0.891 -2.541 -1.366  C13 1.312, C16 1.380
6 N 0.733 -4.083 -2.926  C8 1.377, C13 1.355, H22 0.995
7 N -0.246 -0.069 0.190  C11 1.447, C17 1.348, H26 1.030
8 C 1.086 -2.920 -3.572  N6 1.377, C16 1.367, H34 1.071
9 C 1.575 -0.533 -2.720  C14 1.528, C16 1.498, H25 1.085, H29 1.089
10 C -1.316 0.648 2.302  C11 1.522, C18 1.532, H32 1.084, H39 1.099
11 C -0.221 -0.171 1.633  N7 1.447, C10 1.522, C15 1.537, H21 1.100
12 C -2.459 2.859 2.650  C18 1.540, H20 1.070, H33 1.097, H38 1.108
13 C 0.619 -3.802 -1.605  N5 1.312, N6 1.355, H24 1.067
14 C 0.606 0.450 -2.066  N4 1.465, C9 1.528, C17 1.541, H36 1.090
15 C -0.277 -1.631 2.113  O1 1.211, O2 1.341, C11 1.537
16 C 1.199 -1.978 -2.588  N5 1.380, C8 1.367, C9 1.498
17 C 0.781 0.418 -0.535  O3 1.229, N7 1.348, C14 1.541
18 C -1.296 2.138 1.943  C10 1.532, C12 1.540, C19 1.537, H37 1.100
19 C 0.036 2.818 2.300  C18 1.537, H27 1.080, H28 1.105, H35 1.086
20 H -2.372 2.802 3.715  C12 1.070
21 H 0.781 0.180 1.921  C11 1.100
22 H 0.603 -4.985 -3.326  N6 0.995
23 H 0.225 2.438 -2.214  N4 0.995
24 H 0.333 -4.543 -0.892  C13 1.067
25 H 2.566 -0.389 -2.301  C9 1.085
26 H -1.063 -0.443 -0.314  N7 1.030
27 H -0.032 3.881 2.127  C19 1.080
28 H 0.283 2.671 3.366  C19 1.105
29 H 1.647 -0.257 -3.771  C9 1.089
30 H 1.802 2.092 -2.171  N4 1.039
31 H 0.549 -2.234 0.409  O2 1.001
32 H -1.221 0.528 3.376  C10 1.084
33 H -2.519 3.916 2.362  C12 1.097
34 H 1.245 -2.891 -4.631  C8 1.071
35 H 0.864 2.411 1.727  C19 1.086
36 H -0.422 0.217 -2.344  C14 1.090
37 H -1.448 2.240 0.859  C18 1.100
38 H -3.434 2.391 2.406  C12 1.108
39 H -2.304 0.231 2.060  C10 1.099

Formula: C6H6FNO
Source: the OMol25 dataset
Level of theory: ωB97M-V with the def2-TZVPD basis set

HOMO level (spin up / spin down) (eV): -6.953 / -8.886
ΔE to the lowest compared entry with this formula, charge and spin (kJ/mol): 349.7
Orbital gap (spin up / spin down) (hartree): 0.2357 / 0.3208
Multiplicity: 1

Last columns: bonded neighbours and bond lengths (Å).
Atoms and positions in Å:
1 F 1.642 -1.785 0.623  C4 1.334
2 O 1.980 1.448 0.193  C9 1.212
3 N -0.112 -1.621 -0.708  C4 1.268, C7 1.353
4 C 0.505 -1.166 0.302  F1 1.334, N3 1.268, C8 1.485
5 C -1.232 0.417 0.791  C6 1.394, C8 1.429, H10 1.079
6 C -1.760 0.097 -0.458  C5 1.394, C7 1.400, H11 1.044
7 C -1.192 -0.958 -1.182  N3 1.353, C6 1.400, H15 1.123
8 C 0.053 -0.064 1.190  C4 1.485, C5 1.429, H13 1.169, H14 1.121
9 C 2.155 1.099 -0.955  O2 1.212, H12 1.157
10 H -1.423 1.297 1.385  C5 1.079
11 H -2.574 0.642 -0.820  C6 1.044
12 H 2.800 1.563 -1.796  C9 1.157
13 H 0.104 -0.294 2.336  C8 1.169
14 H 0.826 0.745 1.124  C8 1.121
15 H -1.772 -1.420 -2.026  C7 1.123

Formula: C20H24N4O3S
Source: the OMol25 dataset
Level of theory: ωB97M-V with the def2-TZVPD basis set

HOMO level (eV): -8.225
SMILES string: CCN(CC)CCNC(=O)c1ccc2c(=O)n(Cc3ccco3)c(=S)[nH]c2c1
ΔE to the lowest compared entry with this formula, charge and spin (kJ/mol): 113.8
Orbital gap (hartree): 0.2959
Multiplicity: 1

Last columns: bonded neighbours and bond lengths (Å).
Atoms and positions in Å:
1 S -4.806 -0.564 2.482  C10 1.645
2 O 2.518 -2.296 1.556  C11 1.216
3 O -5.198 1.119 -1.160  C21 1.344, C27 1.351
4 O -3.793 -2.008 -2.114  C28 1.211
5 N 3.102 -1.755 -0.563  C11 1.353, C12 1.443, H36 1.008
6 N 3.830 0.828 -0.082  C14 1.456, C15 1.452, C23 1.451
7 N -4.193 -1.307 0.008  C10 1.368, C22 1.458, C28 1.395
8 N -2.449 -1.111 1.544  C10 1.361, C20 1.370, H42 1.012
9 C -6.804 2.367 -0.260  C19 1.416, C21 1.359, H41 1.070
10 C -3.779 -1.011 1.277  S1 1.645, N7 1.368, N8 1.361
11 C 2.204 -2.011 0.416  O2 1.216, N5 1.353, C17 1.498
12 C 4.496 -1.540 -0.258  N5 1.443, C23 1.540, H32 1.092, H44 1.095
13 C -0.154 -1.565 0.949  C17 1.385, C20 1.392, H34 1.080
14 C 3.729 0.948 1.366  N6 1.456, C18 1.525, H37 1.103, H40 1.091
15 C 3.825 2.088 -0.804  N6 1.452, C16 1.533, H35 1.095, H43 1.091
16 C 5.025 3.013 -0.568  C15 1.533, H29 1.087, H33 1.087, H51 1.088
17 C 0.770 -1.946 -0.010  C11 1.498, C13 1.385, C26 1.398
18 C 2.414 1.584 1.803  C14 1.525, H46 1.088, H50 1.087, H52 1.087
19 C -6.963 1.034 0.193  C9 1.416, C27 1.363, H47 1.070
20 C -1.505 -1.487 0.624  N8 1.370, C13 1.392, C25 1.400
21 C -5.716 2.356 -1.074  O3 1.344, C9 1.359, H31 1.072
22 C -5.605 -1.132 -0.310  N7 1.458, C27 1.493, H39 1.092, H48 1.095
23 C 4.889 -0.071 -0.500  N6 1.451, C12 1.540, H30 1.102, H38 1.094
24 C -0.992 -2.206 -1.623  C25 1.394, C26 1.378, H49 1.079
25 C -1.929 -1.805 -0.672  C20 1.400, C24 1.394, C28 1.467
26 C 0.346 -2.274 -1.301  C17 1.398, C24 1.378, H45 1.079
27 C -5.961 0.316 -0.386  O3 1.351, C19 1.363, C22 1.493
28 C -3.351 -1.727 -1.023  O4 1.211, N7 1.395, C25 1.467
29 H 4.924 3.902 -1.185  C16 1.087
30 H 5.848 0.122 0.007  C23 1.102
31 H -5.224 3.131 -1.629  C21 1.072
32 H 4.635 -1.827 0.786  C12 1.092
33 H 5.078 3.324 0.472  C16 1.087
34 H 0.188 -1.339 1.948  C13 1.080
35 H 3.767 1.848 -1.870  C15 1.095
36 H 2.771 -1.338 -1.419  N5 1.008
37 H 4.576 1.510 1.794  C14 1.103
38 H 5.040 0.076 -1.574  C23 1.094
39 H -6.214 -1.613 0.459  C22 1.092
40 H 3.765 -0.062 1.775  C14 1.091
41 H -7.414 3.210 -0.008  C9 1.070
42 H -2.170 -0.897 2.493  N8 1.012
43 H 2.907 2.616 -0.539  C15 1.091
44 H 5.118 -2.189 -0.882  C12 1.095
45 H 1.058 -2.611 -2.038  C26 1.079
46 H 1.587 1.117 1.273  C18 1.088
47 H -7.710 0.664 0.864  C19 1.070
48 H -5.759 -1.619 -1.278  C22 1.095
49 H -1.349 -2.460 -2.609  C24 1.079
50 H 2.277 1.428 2.870  C18 1.087
51 H 5.956 2.515 -0.832  C16 1.088
52 H 2.396 2.653 1.612  C18 1.087

Formula: C5H7NO
Source: the OMol25 dataset
Level of theory: ωB97M-V with the def2-TZVPD basis set

HOMO level (eV): -8.567
SMILES string: C1=NO[C@@H]2C[C@@H]2C1
ΔE to the lowest compared entry with this formula, charge and spin (kJ/mol): 598.3
Orbital gap (hartree): 0.3414
Multiplicity: 1

Last columns: bonded neighbours and bond lengths (Å).
Atoms and positions in Å:
1 O 0.026 -1.381 -0.509  N2 1.525, C3 1.284
2 N -1.106 -1.035 0.452  O1 1.525, C5 1.321
3 C 0.970 -0.525 -0.349  O1 1.284, C4 1.453, C7 1.527, H9 1.118
4 C 0.696 0.900 -0.268  C3 1.453, C6 1.509, C7 1.449, H14 1.164
5 C -1.475 0.222 0.281  N2 1.321, C6 1.370, H8 1.035
6 C -0.763 1.282 -0.216  C4 1.509, C5 1.370, H10 1.177, H13 1.244
7 C 1.525 0.341 0.781  C3 1.527, C4 1.449, H11 1.074, H12 1.238
8 H -2.491 0.196 0.479  C5 1.035
9 H 1.658 -0.903 -1.144  C3 1.118
10 H -0.994 2.383 0.132  C6 1.177
11 H 2.592 0.285 0.663  C7 1.074
12 H 1.156 -0.062 1.891  C7 1.238
13 H -1.179 1.474 -1.373  C6 1.244
14 H 1.069 1.603 -1.118  C4 1.164

Number 1: M 100.16 u. Number 2: M 294.35 u. Number 3: M 268.32 u. Number 4: M 127.12 u. Number 5: M 400.50 u. Number 6: M 97.12 u.